No. 1
{
  "formula": "C57H144N8O19",
  "method": "ωB97M-V with the def2-TZVPD basis set",
  "species": ["C", "O", "C", "C", "N", "C", "C", "O", "C", "H", "H", "H", "H", "H", "H", "H", "H", "H", "H", "H", "H", "H", "H", "H", "C", "O", "C", "C", "N", "C", "C", "O", "C", "H", "H", "H", "H", "H", "H", "H", "H", "H", "H", "H", "H", "H", "H", "H", "C", "O", "C", "C", "N", "C", "C", "O", "C", "H", "H", "H", "H", "H", "H", "H", "H", "H", "H", "H", "H", "H", "H", "H", "C", "O", "C", "C", "N", "C", "C", "O", "C", "H", "H", "H", "H", "H", "H", "H", "H", "H", "H", "H", "H", "H", "H", "H", "C", "O", "C", "C", "N", "C", "C", "O", "C", "H", "H", "H", "H", "H", "H", "H", "H", "H", "H", "H", "H", "H", "H", "H", "C", "O", "C", "C", "N", "C", "C", "O", "C", "H", "H", "H", "H", "H", "H", "H", "H", "H", "H", "H", "H", "H", "H", "H", "C", "O", "C", "C", "N", "C", "C", "O", "C", "H", "H", "H", "H", "H", "H", "H", "H", "H", "H", "H", "H", "H", "H", "H", "C", "O", "C", "C", "N", "C", "C", "O", "C", "H", "H", "H", "H", "H", "H", "H", "H", "H", "H", "H", "H", "H", "H", "H", "C", "C", "C", "O", "H", "H", "H", "H", "H", "H", "H", "H", "C", "C", "C", "O", "H", "H", "H", "H", "H", "H", "H", "H", "C", "C", "C", "O", "H", "H", "H", "H", "H", "H", "H", "H"],
  "xyz": [[0.568, 5.789, -3.968], [1.648, 4.866, -3.985], [1.832, 4.276, -5.277], [2.824, 3.180, -5.160], [2.319, 2.018, -4.368], [3.224, 0.847, -4.155], [2.671, -0.027, -3.108], [3.435, -1.209, -2.997], [2.752, -2.227, -2.263], [0.566, 6.317, -3.011], [-0.348, 5.158, -3.980], [0.461, 6.487, -4.811], [2.254, 5.056, -5.910], [0.831, 4.045, -5.670], [3.800, 3.501, -4.772], [3.017, 2.836, -6.218], [1.953, 2.346, -3.515], [4.191, 1.170, -3.864], [3.188, 0.267, -5.091], [1.635, -0.265, -3.451], [2.607, 0.466, -2.129], [1.737, -2.314, -2.596], [2.647, -2.070, -1.174], [3.199, -3.178, -2.442], [-2.525, 5.273, 4.338], [-1.725, 4.073, 4.327], [-2.453, 2.891, 4.543], [-1.807, 1.625, 3.977], [-0.546, 1.596, 4.665], [0.270, 0.388, 4.431], [1.517, 0.495, 5.285], [2.222, 1.704, 4.966], [3.416, 1.693, 5.724], [-3.373, 5.207, 3.624], [-1.877, 6.125, 3.941], [-2.867, 5.461, 5.376], [-3.440, 3.105, 4.179], [-2.537, 2.681, 5.643], [-1.657, 1.553, 2.868], [-2.468, 0.826, 4.303], [-0.092, 2.444, 4.432], [0.492, 0.150, 3.368], [-0.354, -0.459, 4.728], [2.195, -0.351, 5.060], [1.357, 0.503, 6.354], [3.195, 1.639, 6.827], [3.968, 2.592, 5.490], [4.045, 0.870, 5.448], [5.326, -7.810, -0.271], [4.033, -7.398, 0.080], [3.123, -8.523, 0.163], [1.741, -7.908, 0.363], [1.695, -7.150, 1.633], [0.421, -6.483, 1.825], [0.271, -5.653, 3.034], [1.133, -4.531, 2.924], [1.147, -3.746, 4.093], [5.476, -8.054, -1.305], [5.556, -8.726, 0.302], [6.143, -7.124, -0.082], [3.507, -9.084, 0.969], [3.275, -9.141, -0.770], [0.949, -8.630, 0.341], [1.634, -7.213, -0.547], [2.434, -6.471, 1.554], [-0.359, -7.276, 1.962], [0.030, -5.831, 0.991], [0.381, -6.247, 3.951], [-0.734, -5.203, 2.976], [1.858, -2.962, 3.985], [1.403, -4.418, 4.910], [0.141, -3.312, 4.324], [5.639, 4.469, -1.598], [4.559, 3.902, -0.835], [3.203, 4.069, -1.329], [2.334, 3.597, -0.191], [2.389, 4.488, 0.945], [1.719, 4.042, 2.099], [1.894, 4.866, 3.341], [3.283, 4.771, 3.684], [3.566, 5.185, 4.961], [5.503, 5.603, -1.592], [5.604, 4.101, -2.611], [6.571, 4.205, -1.103], [3.027, 3.483, -2.266], [3.029, 5.142, -1.533], [2.626, 2.544, -0.021], [1.344, 3.651, -0.595], [3.364, 4.712, 1.147], [1.889, 2.988, 2.360], [0.644, 4.095, 1.987], [1.324, 4.456, 4.125], [1.684, 5.951, 3.238], [4.637, 5.090, 5.054], [3.095, 4.583, 5.752], [3.264, 6.257, 5.022], [-1.378, -4.173, -3.373], [-1.925, -3.682, -4.576], [-1.089, -3.618, -5.743], [-1.777, -2.772, -6.756], [-1.864, -1.281, -6.448], [-0.572, -0.657, -6.201], [-0.703, 0.879, -5.934], [-1.357, 1.016, -4.693], [-1.386, 2.338, -4.193], [-0.554, -3.501, -3.052], [-0.919, -5.159, -3.548], [-2.115, -4.185, -2.558], [-0.991, -4.610, -6.133], [-0.069, -3.293, -5.455], [-2.818, -3.133, -6.949], [-1.307, -2.940, -7.697], [-2.543, -1.075, -5.688], [-0.030, -0.907, -7.139], [-0.075, -1.069, -5.316], [-1.408, 1.300, -6.716], [0.322, 1.304, -6.009], [-0.342, 2.708, -3.999], [-1.847, 2.360, -3.197], [-1.834, 2.971, -4.926], [-3.557, -8.218, 0.531], [-2.954, -7.198, 1.193], [-3.795, -6.541, 2.194], [-4.782, -5.596, 1.530], [-4.212, -4.763, 0.462], [-3.080, -3.888, 0.871], [-3.357, -3.019, 2.059], [-3.142, -3.613, 3.289], [-3.113, -2.832, 4.401], [-3.761, -9.091, 1.144], [-2.916, -8.673, -0.252], [-4.537, -7.991, 0.000], [-3.111, -5.991, 2.853], [-4.335, -7.322, 2.750], [-5.307, -5.009, 2.245], [-5.605, -6.174, 1.074], [-3.898, -5.433, -0.228], [-2.964, -3.211, 0.044], [-2.039, -4.307, 0.967], [-4.351, -2.603, 2.042], [-2.751, -2.125, 1.918], [-3.974, -2.145, 4.514], [-2.180, -2.250, 4.419], [-3.044, -3.461, 5.237], [11.547, 2.545, 3.137], [10.229, 3.133, 3.199], [9.801, 3.537, 1.950], [8.341, 3.945, 1.901], [7.374, 2.873, 1.891], [6.033, 3.283, 2.206], [5.042, 2.091, 2.099], [5.238, 1.241, 3.175], [4.725, -0.004, 2.826], [12.281, 3.309, 2.977], [11.619, 1.756, 2.394], [11.658, 2.072, 4.116], [9.940, 2.775, 1.194], [10.376, 4.375, 1.644], [8.112, 4.645, 1.043], [8.144, 4.598, 2.817], [7.485, 2.343, 1.013], [5.776, 4.144, 1.618], [6.000, 3.722, 3.225], [5.212, 1.545, 1.143], [3.988, 2.351, 2.075], [4.614, -0.711, 3.689], [5.317, -0.441, 2.033], [3.742, 0.117, 2.440], [-6.818, 3.023, -2.287], [-6.214, 1.858, -2.853], [-4.809, 1.893, -2.687], [-4.286, 0.644, -3.366], [-4.945, -0.535, -2.885], [-4.285, -1.761, -3.408], [-4.853, -3.002, -2.773], [-6.254, -3.003, -3.063], [-7.011, -4.101, -2.561], [-7.845, 2.929, -2.559], [-6.352, 3.904, -2.694], [-6.671, 3.092, -1.203], [-4.463, 1.875, -1.629], [-4.309, 2.773, -3.173], [-3.215, 0.548, -3.216], [-4.491, 0.745, -4.452], [-5.942, -0.628, -3.153], [-3.224, -1.744, -3.312], [-4.477, -1.837, -4.474], [-4.746, -3.132, -1.742], [-4.423, -3.856, -3.218], [-8.028, -4.053, -3.039], [-7.127, -4.110, -1.509], [-6.557, -5.036, -2.929], [-6.954, -0.681, 0.447], [-5.813, 0.336, 0.201], [-5.528, 1.104, 1.507], [-4.597, -0.315, -0.184], [-6.623, -1.206, 1.346], [-7.001, -1.464, -0.334], [-7.908, -0.156, 0.605], [-6.114, 1.005, -0.577], [-4.985, 0.449, 2.126], [-6.475, 1.437, 1.842], [-4.945, 2.013, 1.288], [-4.727, -0.577, -1.129], [-1.577, 4.763, 0.573], [-2.791, 4.357, -0.226], [-3.230, 5.547, -1.035], [-2.638, 3.175, -1.007], [-0.671, 4.899, -0.079], [-1.357, 4.015, 1.338], [-1.722, 5.688, 1.021], [-3.566, 4.157, 0.500], [-3.725, 6.271, -0.431], [-3.883, 5.235, -1.872], [-2.417, 6.142, -1.427], [-2.312, 2.445, -0.491], [-0.979, -0.656, -0.864], [-1.018, -0.030, 0.558], [0.261, 0.804, 0.801], [-2.099, 0.907, 0.673], [-0.817, 0.107, -1.616], [-1.927, -1.131, -1.054], [-0.126, -1.420, -0.943], [-1.094, -0.837, 1.360], [0.108, 1.445, 1.654], [0.457, 1.483, 0.009], [1.153, 0.215, 1.034], [-3.008, 0.599, 0.379]],
  "lowdin_charge": [-0.100, -0.221, -0.232, -0.193, -0.048, -0.185, -0.259, -0.162, -0.094, 0.088, 0.079, 0.091, 0.123, 0.118, 0.112, 0.136, 0.053, 0.106, 0.134, 0.124, 0.128, 0.047, 0.093, 0.078, -0.093, -0.221, -0.234, -0.197, -0.046, -0.175, -0.210, -0.190, -0.110, 0.082, 0.103, 0.091, 0.098, 0.135, 0.104, 0.115, 0.074, 0.100, 0.104, 0.113, 0.116, 0.109, 0.068, 0.063, -0.134, -0.208, -0.200, -0.195, -0.034, -0.251, -0.248, -0.184, -0.101, 0.073, 0.090, 0.083, 0.098, 0.136, 0.105, 0.138, 0.098, 0.126, 0.129, 0.133, 0.109, 0.067, 0.087, 0.087, -0.080, -0.234, -0.186, -0.223, -0.016, -0.245, -0.176, -0.208, -0.145, 0.110, 0.066, 0.069, 0.103, 0.128, 0.117, 0.099, 0.111, 0.110, 0.089, 0.096, 0.139, 0.082, 0.086, 0.100, -0.099, -0.218, -0.221, -0.178, -0.054, -0.214, -0.213, -0.224, -0.098, 0.077, 0.091, 0.076, 0.111, 0.122, 0.132, 0.097, 0.094, 0.129, 0.096, 0.137, 0.107, 0.078, 0.069, 0.082, -0.182, -0.207, -0.154, -0.209, -0.026, -0.172, -0.234, -0.190, -0.120, 0.078, 0.094, 0.102, 0.106, 0.125, 0.103, 0.114, 0.094, 0.084, 0.130, 0.120, 0.105, 0.104, 0.074, 0.075, -0.080, -0.168, -0.279, -0.223, -0.073, -0.195, -0.218, -0.173, -0.125, 0.076, 0.082, 0.090, 0.115, 0.107, 0.119, 0.142, 0.126, 0.090, 0.121, 0.123, 0.097, 0.103, 0.087, 0.063, -0.083, -0.186, -0.238, -0.202, -0.055, -0.164, -0.201, -0.200, -0.095, 0.083, 0.076, 0.086, 0.105, 0.128, 0.099, 0.139, 0.143, 0.097, 0.122, 0.085, 0.099, 0.102, 0.061, 0.088, -0.028, -0.463, -0.028, -0.102, 0.069, 0.076, 0.085, 0.088, 0.062, 0.067, 0.077, 0.046, -0.047, -0.478, -0.047, -0.057, 0.099, 0.066, 0.057, 0.121, 0.071, 0.083, 0.071, 0.038, -0.029, -0.427, -0.054, -0.111, 0.068, 0.046, 0.098, 0.134, 0.041, 0.050, 0.085, 0.080],
  "charge": 0,
  "gap_ev": 8.696,
  "smiles": "COCCNCCOC.COCCNCCOC.COCCNCCOC.COCCNCCOC.COCCNCCOC.COCCNCCOC.COCCNCCOC.COCCNCCOC.CC(C)O.CC(C)O.CC(C)O",
  "relative_energy_kcal_mol": 40.6,
  "total_energy_ev": -112255.06664
}

---

No. 2
{
  "formula": "C6H30NO9",
  "method": "ωB97M-V with the def2-TZVPD basis set",
  "species": ["C", "C", "C", "C", "O", "C", "C", "N", "H", "H", "H", "H", "H", "H", "H", "H", "H", "H", "H", "H", "H", "H", "H", "H", "O", "H", "H", "O", "H", "H", "O", "H", "H", "O", "H", "H", "O", "H", "H", "O", "H", "H", "O", "H", "H", "O"],
  "xyz": [[1.693, 0.824, 2.007], [1.075, 1.860, 1.131], [-0.529, 2.304, 1.218], [-3.296, 1.256, -1.304], [-3.039, -0.056, -1.608], [-2.403, 2.003, -0.376], [-1.397, 1.506, 0.312], [1.496, -0.584, 1.387], [1.171, 0.670, 3.071], [2.817, 0.953, 2.119], [1.686, 2.836, 1.422], [1.329, 1.821, 0.063], [-0.510, 3.392, 0.936], [-0.870, 2.354, 2.279], [-3.459, 1.987, -2.117], [-4.324, 1.171, -0.903], [-2.060, -0.195, -1.892], [-2.822, 3.035, -0.331], [-1.233, 0.433, 0.315], [0.565, -1.101, 1.575], [2.133, -1.280, 1.810], [1.537, -0.536, 0.406], [-1.113, -3.422, 0.638], [-0.346, -3.949, 1.774], [-0.328, -3.321, 1.176], [1.811, -2.440, -1.747], [0.574, -3.184, -1.306], [1.527, -3.371, -1.510], [2.102, -3.522, 0.206], [3.508, -3.304, 0.686], [2.535, -3.102, 0.910], [-3.450, -2.372, -1.271], [-2.076, -1.753, -1.172], [-2.528, -2.511, -1.022], [-0.387, -2.048, 3.518], [-1.551, -1.065, 3.202], [-0.698, -1.419, 2.961], [2.399, 0.236, -1.930], [3.596, -0.486, -2.307], [2.883, -0.544, -1.707], [-0.634, 3.784, -1.145], [-1.319, 3.046, -2.433], [-0.491, 3.474, -1.999], [0.812, 2.172, -1.950], [1.974, 2.619, -2.809], [1.640, 1.828, -2.283]],
  "lowdin_charge": [-0.146, -0.170, -0.147, -0.298, -0.075, -0.120, -0.143, 0.153, 0.165, 0.145, 0.154, 0.079, 0.110, 0.121, 0.122, 0.147, 0.146, 0.144, 0.107, 0.122, 0.132, 0.089, 0.039, -0.027, 0.022, 0.044, 0.053, -0.078, -0.049, 0.113, -0.086, 0.067, -0.066, -0.003, 0.006, 0.076, -0.002, -0.031, 0.037, -0.027, -0.009, 0.118, -0.041, -0.021, 0.112, -0.082],
  "charge": 1,
  "gap_ev": 10.167,
  "relative_energy_kcal_mol": 64.6,
  "total_energy_ev": -26618.15007
}

---

No. 3
{
  "formula": "C3H4N2S2",
  "method": "ωB97M-V with the def2-TZVPD basis set",
  "species": ["S", "C", "C", "C", "N", "S", "N", "H", "H", "H", "H"],
  "xyz": [[0.102, -0.878, -2.600], [0.035, -0.601, -0.861], [-0.316, -1.573, 0.082], [-0.350, -0.878, 1.256], [-0.059, 0.411, 0.942], [-0.036, 1.701, 2.077], [0.275, 0.588, -0.375], [0.925, 0.185, -2.827], [-0.440, -2.604, -0.181], [-0.561, -1.125, 2.287], [1.290, 1.711, 2.257]],
  "lowdin_charge": [0.767, -0.766, -0.094, -0.141, -0.565, 0.819, 0.026, -0.114, 0.097, 0.111, -0.139],
  "charge": 0,
  "gap_ev": 9.360,
  "smiles": "Sc1ccn(S)n1",
  "relative_energy_kcal_mol": 36.8,
  "total_energy_ev": -27825.19341
}